1.
ORCA calculation (wB97M-V/def2-TZVPD) on C5H11N in the gas phase at a distorted geometry.

```
17
Properties=species:S:1:pos:R:3:mulliken_charge:R:1
N -0.08233 -1.32419 1.28360 -0.55
C 0.38441 -0.50182 0.24806 0.77
C -0.12676 1.23760 -1.52185 -1.51
C -0.18602 0.65827 -0.10886 0.61
C -1.31003 1.22245 0.73683 -1.34
C 1.37979 -1.28390 -0.59765 -1.42
H 2.18976 -1.74710 -0.03555 0.42
H -0.57851 -0.91272 2.05617 0.18
H 1.77989 -0.63453 -1.37139 0.28
H -0.91612 0.92383 -2.19684 0.29
H 0.61544 -1.96008 1.63703 0.22
H 0.83681 0.94212 -1.93259 0.37
H 0.85999 -2.13656 -1.04138 0.31
H -2.03907 1.67038 0.05309 0.34
H -1.03032 2.03902 1.41477 0.25
H -0.28157 2.31246 -1.42192 0.41
H -1.83792 0.51413 1.37652 0.37
```

**HOMO**: -7.65 eV
**HOMO-LUMO gap**: 8.742 eV
**SMILES string**: CC(C)=C(C)N
**LUMO level**: 1.089 eV
**F_max**: 0.03020 hartree/bohr

2.
ORCA calculation (wB97M-V/def2-TZVPD) on C4H6O2 in the gas phase at a distorted geometry.

```
12
Properties=species:S:1:pos:R:3:mulliken_charge:R:1
O 1.29005 1.22941 0.75562 -0.45
O -1.42215 0.05744 -0.55843 -0.29
C -1.89974 0.72466 0.48985 -0.53
C 0.85493 -0.72266 -0.60185 -0.43
C -0.51257 -0.79800 -0.03565 -0.44
C 1.68355 0.43623 -0.06530 0.04
H 2.70897 0.51923 -0.48649 0.34
H -0.76163 -1.24371 0.92016 0.51
H 0.79761 -0.59278 -1.69443 0.28
H 1.42044 -1.64832 -0.42690 0.33
H -2.96717 0.91495 0.50232 0.30
H -1.19228 1.12354 1.20111 0.35
```

**HOMO (alpha / beta)**: -7.80 / -7.76 eV
**HOMO-LUMO gap (alpha / beta)**: 8.522 / 8.329 eV
**LUMO level (alpha / beta)**: 0.724 / 0.571 eV
**F_max**: 0.03038 hartree/bohr

3.
ORCA calculation (wB97M-V/def2-TZVPD) on a 2-piece molecular cluster, C4H6F2N2 overall at a distorted geometry.

```
14
Properties=species:S:1:pos:R:3:mulliken_charge:R:1
F -2.19466 -1.45200 1.09152 -0.27
F -1.49855 0.36521 1.88790 -0.27
N -0.33008 2.11257 -0.34839 -0.49
N 0.73180 1.60183 -0.47699 -0.03
C -1.40630 -0.42929 0.78510 0.06
C 0.00660 -1.02039 0.56102 -0.31
C 1.47283 -0.71737 -1.48774 -0.60
C 0.70671 -0.95086 -0.47897 0.11
H -1.81990 0.03722 -0.01392 0.50
H 2.18166 0.04812 -1.43524 0.28
H -0.80313 2.00172 0.64345 0.25
H 1.43367 -1.13989 -2.43796 0.28
H 0.18009 -1.70075 1.44741 0.21
H 1.33926 1.24387 0.26281 0.27
```

**HOMO**: -8.69 eV
**HOMO-LUMO gap**: 9.460 eV
**SMILES string**: [H]/N=N\[H].C=C=CC(F)F
**LUMO level**: 0.770 eV
**F_max**: 0.10785 hartree/bohr

4.
ORCA calculation (wB97M-V/def2-TZVPD) on a 2-piece molecular cluster, C5H7BrFN2 overall at a distorted geometry.

```
16
Properties=species:S:1:pos:R:3:mulliken_charge:R:1
Br 4.35979 0.26952 0.03068 -0.08
F -0.98712 2.23787 0.14705 -0.15
N 0.81363 -1.66194 0.07364 0.07
N 1.50968 0.35774 -0.02065 0.01
C -1.65545 1.28647 -0.43733 0.28
C 2.62891 -0.44159 0.04863 0.05
C 0.40838 -0.39774 0.00334 -0.38
C -2.82736 0.74047 0.20519 -0.85
C 2.18416 -1.72741 0.10990 -0.25
H -1.41508 1.16526 -1.48628 0.44
H -3.17384 -0.16347 -0.28784 0.33
H -2.68665 0.59149 1.27598 0.32
H 0.20806 -2.46796 0.10576 0.20
H 2.73131 -2.64540 0.17320 0.44
H 1.53194 1.36561 -0.06538 0.21
H -3.63037 1.49109 0.12411 0.36
```

**HOMO**: -12.68 eV
**HOMO-LUMO gap**: 7.194 eV
**LUMO level**: -5.483 eV
**F_max**: 0.05770 hartree/bohr
**Net charge**: +1

5.
ORCA calculation (wB97M-V/def2-TZVPD) on a 9-piece molecular cluster, C27H55NO9 overall at a distorted geometry.

```
92
Properties=species:S:1:pos:R:3:mulliken_charge:R:1
O -25.51467 27.38432 -14.76071 -0.61
O -23.88059 19.48563 -23.57452 -0.59
O -17.48308 23.51971 -19.72260 -0.55
O -27.05330 23.57127 -11.89375 -0.64
O -22.70146 21.70601 -19.13302 -0.60
O -21.25698 18.26469 -14.40117 -0.61
O -22.26435 27.60470 -18.34436 -0.50
O -22.78523 25.50701 -21.90898 -0.53
O -26.56810 20.98526 -15.66392 -0.55
N -25.20591 22.63935 -13.00548 0.38
C -16.64725 21.34846 -19.89326 -1.26
C -23.61379 23.96463 -23.40114 -1.21
C -20.23708 27.26601 -17.18873 -1.29
C -17.60027 22.38347 -20.13491 0.89
C -20.35848 27.17724 -19.83630 -0.88
C -25.03905 23.78265 -13.94976 -0.73
C -25.88579 26.88977 -15.79814 0.71
C -23.16444 19.10519 -22.68422 0.64
C -23.28355 17.65770 -22.27022 -1.19
C -24.87330 26.92088 -16.94851 -0.42
C -27.18429 26.19247 -16.02541 -0.81
C -23.61001 18.43367 -14.26186 -0.62
C -24.22904 21.57734 -12.75828 -0.94
C -24.45076 24.14036 -20.89395 -0.01
C -23.53625 24.58381 -22.04059 0.65
C -27.69989 22.62294 -16.80851 -1.13
C -26.69724 21.52914 -16.71951 1.01
C -18.56060 22.03487 -21.23086 -0.91
C -22.23547 19.37252 -16.32230 -0.37
C -21.11329 27.20489 -18.43811 0.83
C -26.20351 22.64698 -12.07099 0.02
C -22.19194 22.58666 -18.45354 0.21
C -25.93111 21.13054 -17.98467 -0.92
C -22.94437 23.19242 -17.31249 -0.07
C -20.80696 23.18989 -18.82395 -0.11
C -22.27909 18.64790 -14.95133 0.62
C -22.16115 19.98328 -22.01628 -0.37
H -21.16605 27.37276 -20.54178 0.21
H -22.64726 20.91414 -21.72424 -0.06
H -16.46845 21.30983 -18.81872 0.31
H -23.89783 26.67263 -16.53028 0.12
H -19.69976 26.33822 -16.99229 0.33
H -20.65509 22.97258 -19.88121 -0.31
H -24.40654 24.88751 -20.10154 -0.03
H -23.83237 17.10137 -23.03009 0.36
H -25.27272 23.50821 -14.97844 -0.03
H -22.67403 22.67620 -16.39134 0.08
H -21.34131 19.99577 -16.33377 0.22
H -23.55747 19.11504 -13.41270 -0.06
H -21.53807 20.19724 -22.88467 0.33
H -24.36145 24.41603 -24.05333 0.33
H -22.14068 18.71053 -17.18304 0.41
H -25.45377 23.80243 -21.15448 0.43
H -23.45927 22.04367 -12.14339 0.35
H -27.56612 25.83170 -15.07035 0.34
H -23.84048 21.25887 -13.72560 0.03
H -26.27015 21.68705 -11.53593 0.31
H -19.83115 26.23710 -19.99806 0.18
H -25.43137 24.74081 -13.60898 0.35
H -26.12005 20.06268 -18.09454 0.47
H -20.96454 24.26623 -18.75482 -0.46
H -22.73806 24.27860 -23.96914 0.37
H -16.80271 20.34082 -20.27874 0.36
H -28.72884 22.26484 -16.77492 0.43
H -23.89337 23.34299 -20.40241 -0.30
H -22.37941 17.17185 -21.90338 0.35
H -26.25414 21.64825 -18.88784 0.20
H -18.24266 21.55404 -22.15596 0.45
H -24.85752 27.95399 -17.29571 0.37
H -23.12381 20.00307 -16.35925 -0.22
H -27.63304 23.22233 -15.90056 0.18
H -23.71870 17.38828 -13.97298 0.42
H -21.67869 19.54793 -21.14118 0.24
H -19.47359 21.59520 -20.82931 0.14
H -28.00091 26.85403 -16.31448 0.45
H -22.71911 24.25854 -17.33985 0.10
H -15.71833 21.68909 -20.35062 0.31
H -18.80428 23.04020 -21.57443 0.31
H -27.71975 23.29566 -17.66593 0.34
H -24.40216 18.83807 -14.89199 0.20
H -24.84713 21.22227 -17.91624 -0.09
H -19.51648 28.08366 -17.17191 0.40
H -23.70760 22.88407 -23.50921 0.29
H -23.98166 23.96745 -13.76037 0.41
H -23.97380 17.57729 -21.43047 0.27
H -19.83965 22.91061 -18.40630 0.38
H -19.74807 28.04797 -20.07573 0.42
H -25.15461 26.29077 -17.79227 -0.05
H -20.79645 27.44690 -16.27085 0.34
H -27.06887 25.28678 -16.62081 -0.09
H -24.64237 20.68376 -12.29056 0.47
H -24.01914 23.09725 -17.46711 -0.15
```

**HOMO (alpha / beta)**: -0.19 / -4.69 eV
**HOMO-LUMO gap (alpha / beta)**: 2.700 / 7.144 eV
**2S+1**: 2
**LUMO level (alpha / beta)**: 2.509 / 2.449 eV
**F_max**: 0.09858 hartree/bohr
**Net charge**: -1

6.
ORCA calculation (wB97M-V/def2-TZVPD) on C4H6N2O in the gas phase at a distorted geometry.

```
13
Properties=species:S:1:pos:R:3:mulliken_charge:R:1
O 2.39364 -1.20995 0.16137 -0.49
N -2.24589 -0.36500 -0.15249 -0.69
N 0.12148 -1.16416 0.08683 -0.62
C 1.10705 0.88886 -0.34354 -0.16
C 1.23770 -0.54357 -0.04045 0.33
C -0.21360 1.14601 -0.30524 -0.71
C -0.86962 -0.09352 0.19374 0.56
H 1.91138 1.57788 -0.58673 0.36
H -2.85614 -0.10387 0.61545 0.29
H -0.73757 2.06855 -0.53465 0.38
H -2.34723 -1.36698 -0.26616 0.27
H -0.62498 -0.19602 1.26823 0.16
H 3.12378 -0.63823 -0.09637 0.32
```

**HOMO**: -8.98 eV
**HOMO-LUMO gap**: 9.665 eV
**SMILES string**: N[C@@H]1C=CC(O)=N1
**LUMO level**: 0.682 eV
**F_max**: 0.03806 hartree/bohr

7.
ORCA calculation (wB97M-V/def2-TZVPD) on a 2-piece molecular cluster, C3H11N2O2 overall at a distorted geometry.

```
18
Properties=species:S:1:pos:R:3:mulliken_charge:R:1
O 1.12488 2.64886 0.22408 -0.52
O -1.27313 0.53288 -0.31718 -0.12
N -2.02290 -1.08824 0.98182 -0.19
N 1.07463 -0.01708 -1.32796 -1.30
C -1.05893 -0.39556 0.42933 -0.61
C 0.34002 -1.10996 0.72945 -0.32
C 1.29464 -1.26576 -0.64180 -1.62
H -3.02218 -0.98114 0.98342 0.20
H 1.29286 0.94249 -0.88306 0.28
H -0.03362 0.13387 -1.47901 0.24
H 2.39750 -1.34153 -0.67482 0.81
H 1.44078 0.22165 -2.31376 1.15
H 0.87655 -2.04971 -1.30519 0.44
H 1.33990 3.58061 0.40996 0.32
H 1.07846 -0.42611 1.50816 0.20
H 0.36675 2.60174 0.85609 0.22
H 0.42303 -2.07025 1.19296 0.55
H -1.79054 -1.70068 1.77120 0.27
```

**HOMO (alpha / beta)**: -2.69 / -10.68 eV
**HOMO-LUMO gap (alpha / beta)**: 3.327 / 11.079 eV
**2S+1**: 2
**LUMO level (alpha / beta)**: 0.641 / 0.401 eV
**F_max**: 0.12200 hartree/bohr

8.
ORCA calculation (wB97M-V/def2-TZVPD) on a 2-piece molecular cluster, CH3NO3S overall at a distorted geometry.

```
9
Properties=species:S:1:pos:R:3:mulliken_charge:R:1
S 1.18713 -1.12010 -1.65325 0.38
O -0.75802 3.76727 1.89852 -0.55
O 2.35010 -1.75919 -1.03303 -0.62
O 0.04257 -2.10649 -1.71651 -0.65
N -1.41647 3.02693 1.06349 -0.40
C 0.69312 0.20114 -0.09437 -0.83
H 1.00984 1.08456 -0.57562 0.19
H -0.31425 0.25364 0.29553 0.31
H 1.36733 -0.25799 0.75790 0.17
```

**HOMO (alpha / beta)**: 2.14 / 2.13 eV
**HOMO-LUMO gap (alpha / beta)**: 4.023 / 4.027 eV
**LUMO level (alpha / beta)**: 6.159 / 6.157 eV
**F_max**: 0.07614 hartree/bohr
**Net charge**: -2

9.
ORCA calculation (wB97M-V/def2-TZVPD) on C3H4OS as an isolated structure at a distorted geometry.

```
9
Properties=species:S:1:pos:R:3:mulliken_charge:R:1
S -1.80317 -0.00098 -0.03930 -0.26
O 0.83316 -1.03166 0.10706 -0.27
C -0.06940 -0.15795 0.03433 0.21
C 0.83955 1.06464 0.09615 -0.41
C 1.82704 -0.00736 -0.18906 -0.25
H 0.96695 1.15111 1.40932 0.20
H 2.05652 0.12786 -1.18393 0.25
H 0.66930 2.01482 -0.50118 0.33
H 2.90958 -0.42086 0.39954 0.20
```

**HOMO**: -8.53 eV
**HOMO-LUMO gap**: 8.709 eV
**LUMO level**: 0.180 eV
**F_max**: 0.16610 hartree/bohr

10.
ORCA calculation (wB97M-V/def2-TZVPD) on C19H21N3O5 as an isolated structure at a distorted geometry.

```
48
Properties=species:S:1:pos:R:3:mulliken_charge:R:1
O 4.89394 1.69543 1.25682 -0.53
O -0.91376 3.18534 0.49679 -0.76
O -6.73793 -0.96503 -0.93670 -0.40
O 6.73621 -1.72705 0.03042 -0.35
O 4.02151 3.33266 -0.12546 -0.52
N -1.90384 1.57959 -0.96527 -0.04
N 4.26876 -0.61568 -0.31311 0.27
N 4.05507 2.15777 0.10911 0.82
C 5.56734 -2.18670 0.94396 -0.97
C -4.82018 -0.05811 1.93937 -0.92
C 1.78043 -0.72693 -0.12925 -0.67
C 0.46625 1.26758 -0.26745 0.47
C -5.14486 0.44517 -0.91799 -1.08
C -4.01465 0.76601 1.38253 -0.70
C 6.52187 -0.42551 -0.17200 -0.48
C -5.89100 -0.48301 -0.17107 1.07
C 4.29422 -2.07113 0.21188 -0.73
C 1.59268 1.95790 0.07857 -0.79
C 5.34272 -0.23523 -1.08833 -1.49
C 0.51850 -0.23921 -0.17208 -1.26
C 2.93634 -0.12528 -0.05594 -0.32
C -0.78577 1.86310 -0.24629 0.51
C -5.75097 -0.82256 1.06827 -0.45
C 2.92330 1.17321 0.03312 0.97
C -4.11208 1.11634 -0.27394 0.44
C -3.20601 2.21331 -0.86536 -0.87
C -7.75367 -1.93178 -0.20224 -1.00
H -3.23505 3.05949 -0.14745 0.42
H -7.13954 -2.80036 0.15622 0.36
H -8.38479 -2.38934 -1.03481 0.25
H -6.26333 -1.37555 1.76150 0.40
H 5.68410 -1.59994 1.67844 0.60
H 5.14964 0.60136 -1.35950 0.94
H 4.26320 -2.77510 -0.93147 0.29
H 5.91210 -3.37372 1.07343 0.22
H 5.30601 -0.69815 -2.03239 0.62
H -3.19197 1.27910 1.76761 0.49
H -3.56759 2.11035 -1.89002 0.37
H -4.74618 -0.06463 2.87752 0.62
H -8.26298 -1.56770 0.51868 0.47
H -1.56486 0.52633 -1.16703 0.25
H -0.40004 -0.76450 -0.14664 0.49
H 1.79692 -1.64145 -0.16075 0.85
H -5.20361 0.51086 -1.89201 0.57
H 6.52147 0.09987 0.67686 0.54
H 1.52212 3.19462 0.13558 0.24
H 7.42419 -0.03895 -1.22829 0.24
H 3.49576 -2.43282 0.69612 0.53
```

**HOMO**: -8.42 eV
**HOMO-LUMO gap**: 6.846 eV
**LUMO level**: -1.575 eV
**F_max**: 0.26031 hartree/bohr

11.
ORCA calculation (wB97M-V/def2-TZVPD) on C5H10O in the gas phase.

```
16
Properties=species:S:1:pos:R:3:mulliken_charge:R:1
O -1.07988 -1.03158 -2.63465 -0.50
C -0.80318 -0.09197 0.98804 -0.75
C 1.63382 0.49742 0.53829 -1.07
C 0.28538 0.99981 1.05280 -0.33
C -0.71524 -1.02400 -1.31541 -0.29
C -1.29736 -0.22986 -0.42359 -0.22
H -0.37610 -1.04007 1.34367 0.34
H -0.30022 -1.25643 -3.15498 0.32
H 0.06979 -1.72814 -1.02463 0.36
H 2.03000 -0.28881 1.19335 0.30
H -0.04170 1.85611 0.44752 0.31
H 0.39255 1.36146 2.08215 0.30
H -1.63357 0.15424 1.65975 0.32
H 2.37863 1.29865 0.48414 0.34
H 1.53409 0.07304 -0.46762 0.25
H -2.07701 0.45013 -0.76883 0.32
```

**HOMO**: -8.72 eV
**HOMO-LUMO gap**: 9.587 eV
**SMILES string**: CCC/C=C/O
**LUMO level**: 0.871 eV
**F_max**: 0.01007 hartree/bohr

12.
ORCA calculation (wB97M-V/def2-TZVPD) on C3H6FO3RbTl as an isolated structure at a distorted geometry.

```
15
Properties=species:S:1:pos:R:3:mulliken_charge:R:1
Tl -2.76594 -4.21792 1.60099 1.00
Rb -4.47689 2.70442 4.61268 1.00
F -2.04963 -0.71253 3.94967 -0.16
O 0.98273 0.22474 -2.11155 -0.10
O 0.03035 -0.79306 -0.35521 -0.33
O 1.47438 0.99347 -0.09256 -0.13
C 0.28309 -0.47134 -3.08514 -0.50
C 0.76750 0.06822 -0.78050 0.83
C 1.32769 1.03001 1.31369 -0.57
H 1.24687 0.01528 1.70343 0.34
H 2.27856 1.37378 1.72082 0.30
H 0.24219 0.15214 -3.97827 0.30
H -0.75016 -0.69877 -2.82288 0.35
H 0.88289 -1.34088 -3.35393 0.35
H 0.52636 1.67242 1.67877 0.32
```

**HOMO**: -20.35 eV
**HOMO-LUMO gap**: 2.464 eV
**LUMO level**: -17.890 eV
**F_max**: 0.04177 hartree/bohr
**Net charge**: +3